(1)
C30H36N4Ru as an isolated structure in a non-equilibrium geometry. Source: OMol25; level of theory: wB97M-V/def2-TZVPD.

The HOMO energy (alpha / beta) comes out at 0.025 / -0.147 Eh. The value obtained for the LUMO energy (alpha / beta) is 2.4 / 2.2 eV. The net charge is -1. The orbital gap (alpha / beta) is 1.77 / 6.22 eV. The spin multiplicity is 6. The energy is -40229.90219 eV.

Cartesian coordinates (Å):
Ru1 -0.0370 -0.0498 0.6476
N1 1.3722 2.3961 3.5434
N2 -0.1489 2.5631 -0.4606
C1 -0.7811 -2.0548 0.7484
C2 -1.5329 -1.1549 1.5965
C3 -0.6432 -0.7047 2.6339
C4 -0.9921 0.1886 3.7812
H1 -1.9828 0.6228 3.6217
H2 -0.2627 1.0026 3.8658
H3 -0.9855 -0.3493 4.7380
C5 0.6370 -1.3043 2.4274
C6 1.7897 -1.1448 3.3686
H4 1.7050 -1.8303 4.2256
H5 1.8110 -0.1226 3.7668
H6 2.7409 -1.3419 2.8716
C7 0.5541 -2.1452 1.2745
C8 1.6427 -3.0139 0.7345
H7 2.6109 -2.5073 0.8064
H8 1.4512 -3.2598 -0.3161
H9 1.7152 -3.9607 1.2909
C9 -2.9608 -0.7704 1.4353
H10 -3.6385 -1.4382 1.9818
H11 -3.2321 -0.7950 0.3758
H12 -3.1087 0.2498 1.8047
C10 -1.3177 -2.7516 -0.4524
H13 -0.5224 -2.9115 -1.1873
H14 -2.0897 -2.1324 -0.9193
H15 -1.7630 -3.7248 -0.2076
C11 2.4153 3.0878 4.0672
H16 2.5462 3.0337 5.1634
C12 3.3267 3.8267 3.2986
H17 4.1665 4.3547 3.7670
C13 3.1491 3.8569 1.9159
H18 3.8098 4.4034 1.2393
C14 2.0999 3.1150 1.3775
H19 1.8204 3.0839 0.3354
C15 1.2459 2.3697 2.1924
C16 0.0348 1.7715 1.5410
H20 -0.9161 2.2400 1.9033
C17 -0.2076 1.2736 -0.8801
C18 -1.1539 3.2381 -1.1007
H21 -1.5112 4.2046 -0.7740
C19 -1.6551 2.5075 -2.1277
H22 -2.3044 2.7807 -2.9674
N3 -1.0527 1.2266 -2.0295
C20 -1.3672 0.0971 -2.8048
C21 -2.7092 -0.1661 -3.1328
C22 -2.9745 -1.2313 -4.0044
H23 -4.0137 -1.4407 -4.2832
C23 -1.9393 -2.0231 -4.5112
C24 -2.2377 -3.1081 -5.5010
H24 -1.5423 -3.9455 -5.3735
H25 -2.1333 -2.7367 -6.5305
H26 -3.2655 -3.4638 -5.3734
C25 -0.6175 -1.7723 -4.1205
H27 0.1988 -2.4038 -4.4950
C26 -0.3135 -0.7027 -3.2717
C27 1.1043 -0.3938 -2.9080
H28 1.3726 0.6557 -3.1050
H29 1.7640 -1.0389 -3.5096
H30 1.3273 -0.5996 -1.8437
C28 -3.8319 0.6129 -2.5296
H31 -3.9416 1.6185 -2.9572
H32 -3.7458 0.7063 -1.4363
H33 -4.7680 0.0791 -2.7417
C29 4.6887 0.6694 1.8561
C30 3.4909 0.3029 1.1289
N4 2.6122 0.0573 0.4082
H34 4.4264 1.0405 2.8612
H35 5.2168 1.4622 1.3027
H36 5.3542 -0.2050 1.9574

***

(2)
C30H36N6O2RhS as an isolated structure in a non-equilibrium geometry. Source: OMol25; level of theory: wB97M-V/def2-TZVPD.

The HOMO energy comes out at -0.577 Eh. The value obtained for the LUMO energy is -9.5 eV. The net charge is +3. The orbital gap is 6.17 eV. The energy is -58551.02916 eV.

Cartesian coordinates (Å):
Rh1 -0.1193 0.0455 -0.4997
C1 -3.2289 4.3814 4.0375
C2 -2.8539 3.3739 2.9917
C3 -3.7408 2.3938 2.5827
C4 -3.4354 1.4957 1.5470
C5 -4.3371 0.5380 1.0194
N1 -5.2671 -0.1243 1.6521
C6 -5.3845 -0.3275 3.1018
C7 -4.1215 -0.9827 3.6764
C8 -3.8385 -2.3830 3.0946
N2 -2.5039 -2.4747 2.5083
C9 -1.7054 -3.4927 2.6284
C10 -0.4448 -3.6327 1.9980
C11 0.2887 -4.8005 2.2472
C12 1.5220 -5.0553 1.6640
C13 2.2531 -6.3344 1.9355
C14 2.0294 -4.0830 0.8139
C15 1.3570 -2.8848 0.5315
C16 2.0233 -1.9485 -0.3250
N3 1.6263 -0.8079 -0.7821
C17 2.6089 0.0031 -1.5053
C18 2.9810 1.2296 -0.6687
C19 1.9109 2.3144 -0.7112
N4 0.6575 1.9123 -0.0775
C20 0.0662 2.6968 0.7473
C21 -1.2256 2.5345 1.3617
C22 -1.5992 3.4097 2.3839
C23 -2.1578 1.5662 0.8908
O1 -1.8986 0.7453 -0.0589
C24 0.0918 -2.6180 1.1288
O2 -0.5580 -1.5208 0.9373
H1 -4.2684 4.2827 4.3398
H2 -3.0694 5.3956 3.6692
H3 -2.6011 4.2780 4.9249
H4 -4.7235 2.3777 3.0366
H5 -4.2297 0.3018 -0.0353
H6 -5.8938 -0.6661 1.0719
H7 -6.2531 -0.9618 3.2663
H8 -5.5651 0.6116 3.6178
H9 -4.2400 -1.0442 4.7569
H10 -3.2676 -0.3294 3.4873
H11 -4.5688 -2.6251 2.3177
H12 -3.9262 -3.1489 3.8631
H13 -2.1644 -1.7148 1.9196
H14 -2.0475 -4.3118 3.2552
H15 -0.1197 -5.5415 2.9268
H16 2.0322 -6.7126 2.9320
H17 3.3299 -6.2209 1.8296
H18 1.9377 -7.1043 1.2267
H19 2.9904 -4.2595 0.3425
H20 3.0281 -2.2604 -0.6071
H21 2.1777 0.3271 -2.4530
H22 3.5043 -0.5844 -1.7104
H23 3.9052 1.6535 -1.0612
H24 3.1668 0.9305 0.3657
H25 1.6843 2.5477 -1.7553
H26 2.2913 3.2154 -0.2263
H27 0.5914 3.6130 1.0158
H28 -0.8830 4.1523 2.7208
C25 -2.1406 2.6143 -6.9833
C26 -1.1699 2.5818 -5.8617
C27 -0.1674 3.5011 -5.6701
C28 0.6745 3.3746 -4.5590
N5 0.5129 2.3781 -3.6731
C29 -0.4363 1.4927 -3.8770
S1 -0.6294 0.0865 -2.8946
N6 -1.2734 1.5884 -4.9448
C30 1.7842 4.3320 -4.3254
H29 -1.8544 3.3613 -7.7175
H30 -3.1364 2.8663 -6.6099
H31 -2.2118 1.6416 -7.4735
H32 -0.0291 4.3111 -6.3704
H33 -1.9795 0.8720 -5.0659
H34 1.8963 5.0237 -5.1556
H35 2.7212 3.7938 -4.1770
H36 1.5968 4.9024 -3.4128

***

(3)
C30H37As2FNOPdSSi as an isolated structure. Source: OMol25; level of theory: wB97M-V/def2-TZVPD.

The HOMO energy comes out at -0.124 Eh. The value obtained for the LUMO energy is 2.5 eV. As for the energy relative to the best compared isomer or geometry (same formula, charge and spin): 46.7 kcal per mole. The net charge is -1. The orbital gap is 5.91 eV. The energy is -181836.50501 eV.

Cartesian coordinates (Å):
Pd1 -0.5234 0.6406 0.6908
C1 -0.8351 -2.7453 -1.4090
Si1 -2.5335 -2.1746 -0.7917
C2 -2.7650 -2.9032 0.9425
C3 -3.7025 -3.1509 -1.9296
N1 -2.6199 -0.4977 -0.7547
C4 -3.4267 0.3095 -1.4770
C5 -4.7475 0.0014 -1.9351
C6 -5.5457 0.8712 -2.6642
C7 -5.1049 2.1478 -2.9900
C8 -3.8397 2.5184 -2.5388
C9 -3.0647 1.6392 -1.8175
F1 -1.8498 2.1105 -1.4008
H1 -0.4776 -3.6420 -0.8929
H2 -0.0972 -1.9401 -1.2662
H3 -0.8631 -2.9503 -2.4837
H4 -3.7044 -3.4642 0.9993
H5 -2.7994 -2.1084 1.6951
H6 -1.9550 -3.5930 1.2109
H7 -3.2861 -4.1505 -2.0984
H8 -3.8147 -2.6592 -2.9021
H9 -4.7037 -3.2718 -1.5009
H10 -5.1440 -0.9677 -1.6695
H11 -6.5366 0.5483 -2.9698
H12 -5.7195 2.8350 -3.5579
H13 -3.4302 3.4999 -2.7508
O1 0.6826 0.5049 -1.1776
As1 1.8438 -0.1864 -0.1809
C10 2.9404 -1.2129 -1.4182
C11 3.1633 -0.6373 -2.6691
C12 3.8581 -1.3363 -3.6450
C13 4.3135 -2.6240 -3.3840
C14 4.0705 -3.2092 -2.1496
C15 3.3802 -2.5065 -1.1683
C16 3.0494 1.1756 0.5088
C17 4.3011 1.3982 -0.0537
C18 5.1279 2.3952 0.4545
C19 4.7082 3.1646 1.5300
C20 3.4630 2.9326 2.1030
C21 2.6356 1.9408 1.5982
C22 1.8063 -1.4716 1.3114
C23 0.6831 -2.1432 1.7762
C24 0.7765 -2.9532 2.8980
C25 1.9835 -3.0877 3.5690
C26 3.1119 -2.4259 3.1044
C27 3.0239 -1.6222 1.9742
H14 2.7682 0.3494 -2.8768
H15 4.0296 -0.8858 -4.6150
H16 4.8432 -3.1778 -4.1497
H17 4.4049 -4.2202 -1.9534
H18 3.1790 -2.9726 -0.2134
H19 4.6372 0.7982 -0.8887
H20 6.1016 2.5647 0.0112
H21 5.3522 3.9419 1.9241
H22 3.1377 3.5234 2.9508
H23 1.6685 1.7395 2.0405
H24 -0.2685 -2.0281 1.2831
H25 -0.1091 -3.4665 3.2533
H26 2.0436 -3.7031 4.4591
H27 4.0580 -2.5207 3.6236
H28 3.9088 -1.1113 1.6156
C28 -3.3746 2.6629 1.1245
As2 -1.5745 2.6033 1.8020
C29 -1.7596 3.9352 3.2301
C30 -0.4445 3.7475 0.6786
S1 -1.1927 0.8181 2.9619
H29 -3.5323 3.5926 0.5782
H30 -4.0193 2.6197 1.9985
H31 -3.5650 1.8101 0.4777
H32 -1.9989 4.9190 2.8198
H33 -0.8215 3.9803 3.7808
H34 -2.5491 3.6031 3.9017
H35 -1.0892 4.4944 0.2093
H36 0.0550 3.1536 -0.0789
H37 0.2786 4.2311 1.3326